Computed, not measured: a molecular structure, C22H42N4O7P2SV in a non-equilibrium geometry, with ωB97M-V with the def2-TZVPD basis set.

XYZ file:
```
79
Properties=species:S:1:pos:R:3:forces:R:3
V -0.1521 -0.5288 0.0045 -0.94 -0.28 0.20
C 1.6390 -1.8089 -0.0619 0.33 -0.01 0.03
C 2.0771 -0.4982 -0.4583 0.04 0.02 -0.11
C 1.8405 0.3650 0.6611 0.16 0.02 0.24
C 1.3293 -0.4655 1.7061 0.45 -0.02 0.09
C 1.2375 -1.8061 1.2908 0.07 -0.03 -0.10
C 0.9202 -3.0301 2.1309 0.00 0.04 -0.04
C 0.6232 -2.6316 3.5760 0.00 0.00 0.02
C 2.1702 -3.9230 2.1096 -0.01 -0.02 0.03
C -0.2635 -3.8120 1.5557 -0.02 0.00 -0.01
C 2.1666 1.8336 0.9546 -0.04 -0.03 -0.07
C 3.6193 1.9303 1.4492 0.02 0.02 0.01
C 1.2810 2.3555 2.1007 -0.03 -0.03 -0.04
C 1.9475 2.7455 -0.2549 0.00 0.08 0.03
C 2.7622 -0.2555 -1.8149 -0.06 0.02 0.04
C 4.1614 0.3324 -1.5837 0.05 0.00 -0.04
C 1.9653 0.6782 -2.7558 -0.02 0.01 -0.07
C 2.9970 -1.5988 -2.5276 -0.01 0.01 0.02
H 1.7062 -2.6925 -0.6747 -0.09 0.01 -0.07
H 1.1105 -0.1207 2.7009 -0.15 0.03 -0.03
H 1.4818 -2.1374 4.0347 0.00 0.01 0.00
H 0.4059 -3.5262 4.1603 0.00 0.00 0.01
H -0.2382 -1.9663 3.6496 -0.01 0.00 -0.01
H 3.0466 -3.3790 2.4649 0.00 0.01 0.01
H 2.3817 -4.2892 1.1041 0.00 0.00 -0.01
H 2.0202 -4.7878 2.7576 0.00 -0.01 0.00
H -1.1840 -3.2259 1.5715 0.01 0.01 0.01
H -0.4252 -4.7165 2.1439 0.00 -0.01 0.00
H -0.0728 -4.1122 0.5230 0.00 0.00 -0.01
H 3.7550 1.3276 2.3488 0.00 -0.01 0.01
H 3.8507 2.9665 1.7024 0.00 0.02 0.01
H 4.3426 1.5943 0.7105 -0.03 0.02 0.06
H 1.5554 1.9171 3.0595 0.00 -0.04 0.02
H 0.2199 2.1648 1.9330 0.11 0.00 0.05
H 1.4133 3.4334 2.1910 0.01 0.00 0.00
H 2.6944 2.5985 -1.0299 -0.06 0.04 0.10
H 2.0120 3.7877 0.0591 0.01 0.01 0.01
H 0.9632 2.5910 -0.7039 0.00 0.00 -0.01
H 4.1304 1.3370 -1.1738 0.02 -0.06 -0.06
H 4.6852 0.3859 -2.5396 0.01 -0.01 -0.01
H 4.7475 -0.2985 -0.9132 0.00 0.00 0.01
H 2.3057 1.7094 -2.6869 -0.05 -0.08 -0.06
H 0.8951 0.6812 -2.5492 0.01 -0.02 -0.01
H 2.1086 0.3686 -3.7929 0.02 -0.01 -0.01
H 3.6175 -2.2642 -1.9254 0.01 0.00 0.02
H 3.5310 -1.4059 -3.4581 0.00 -0.01 0.00
H 2.0751 -2.1205 -2.7743 -0.02 0.01 0.00
C -4.0670 -0.9309 -3.3024 -0.02 -0.03 0.01
C -2.6382 -0.5518 -2.9353 -0.06 -0.05 0.04
O -1.8770 -0.1652 -4.0818 -0.05 0.04 -0.08
P -1.6891 -1.9322 -2.2057 0.12 0.05 0.01
O -2.2415 -3.2528 -2.8580 -0.12 0.06 0.14
O -0.2208 -1.6913 -2.7315 0.10 -0.23 -0.05
O -1.6184 -1.9734 -0.7103 0.24 0.07 -0.28
P -2.5756 0.8239 -1.7087 0.48 0.04 0.11
O -3.5918 0.3439 -0.5659 -0.01 -0.05 0.06
O -2.9949 2.1008 -2.3092 0.09 -0.03 -0.13
O -1.1512 0.7417 -1.1050 -0.36 0.21 -0.25
H -4.0559 -1.6301 -4.1369 0.00 0.01 0.00
H -4.6180 -0.0359 -3.5962 0.01 0.00 -0.02
H -4.5850 -1.4002 -2.4657 0.00 0.01 0.02
H -2.1970 0.6983 -4.3824 0.04 0.02 0.03
H -2.3353 -4.0015 -2.2548 0.02 -0.08 0.01
H -0.1765 -1.2660 -3.6040 -0.07 0.15 -0.03
H -4.4761 0.6911 -0.7391 -0.06 0.04 0.02
C -4.0551 4.4753 1.7483 -0.06 -0.01 0.03
C -3.7340 3.0761 2.1089 -0.03 0.02 0.12
N -4.3652 2.3262 2.9600 0.11 0.05 -0.08
N -3.6767 1.1561 2.9434 0.01 0.02 -0.04
C -2.6424 1.1495 2.0938 -0.17 -0.15 -0.14
S -1.6422 -0.2262 1.9239 -0.03 0.12 0.38
N -2.6796 2.3857 1.5534 0.18 0.01 -0.04
N -1.7741 2.9948 0.6690 -0.14 -0.07 -0.01
H -4.8545 4.8273 2.3943 0.00 0.00 0.00
H -4.3841 4.5485 0.7106 0.01 -0.01 -0.01
H -3.1771 5.1084 1.8716 0.02 0.00 0.00
H -3.9512 0.3891 3.5355 0.00 0.02 -0.02
H -2.2989 3.2408 -0.1711 0.04 -0.05 -0.06
H -1.1123 2.2781 0.3762 -0.08 0.10 0.03
```
Forces are in eV/Å.

Strongest force on any atom (eV Å⁻¹): 1.0
Charge: +1
DFT total energy (hartree): -3634.196057
ΔE to the lowest compared entry with this formula, charge and spin (kcal per mole): 20.7
<S²>: 2.0312
Multiplicity: 3
Lowest unoccupied orbital energy (alpha / beta) (eV): -3.340 / -2.589

Mulliken analysis output, partial charges in e:
1 V 1.652
2 C -0.526
3 C -0.273
4 C 0.602
5 C -0.475
6 C 0.184
7 C 1.611
8 C -1.769
9 C -1.705
10 C -1.536
11 C 1.640
12 C -1.639
13 C -2.352
14 C -1.545
15 C 2.367
16 C -1.753
17 C -1.745
18 C -2.096
19 H 0.900
20 H 0.662
21 H 0.362
22 H 0.477
23 H 0.212
24 H 0.374
25 H 0.312
26 H 0.455
27 H 0.202
28 H 0.544
29 H 0.220
30 H 0.336
31 H 0.487
32 H 0.245
33 H 0.354
34 H 0.589
35 H 0.520
36 H 0.235
37 H 0.597
38 H 0.065
39 H 0.335
40 H 0.482
41 H 0.351
42 H 0.315
43 H 0.087
44 H 0.446
45 H 0.389
46 H 0.514
47 H 0.291
48 C -1.911
49 C 1.389
50 O -0.696
51 P 0.465
52 O -0.584
53 O -0.601
54 O -0.522
55 P 0.923
56 O -0.656
57 O -0.911
58 O -0.503
59 H 0.440
60 H 0.456
61 H 0.377
62 H 0.441
63 H 0.386
64 H 0.386
65 H 0.370
66 C -1.256
67 C 1.041
68 N -0.968
69 N 0.321
70 C -0.055
71 S -0.392
72 N 0.803
73 N -0.643
74 H 0.375
75 H 0.304
76 H 0.321
77 H 0.193
78 H 0.409
79 H -0.700